22
Properties=species:S:1:pos:R:3 method="wB97M-V/def2-TZVPD" de_lowest_kcal_mol=83.2 homo_energy_ha=-0.2916 homo_lumo_gap_ev=8.70 molar_mass_g_mol=131.2
C 0.462 0.607 -0.450
C -0.178 -0.475 0.241
C 0.160 2.027 -0.059
C -0.438 -0.382 1.723
N 2.131 0.104 0.230
C -1.922 -0.311 -0.615
N 2.874 -0.718 -0.625
N -2.513 -1.518 -0.800
O -2.529 0.723 -0.779
H 2.575 1.021 0.214
H 0.550 0.448 -1.529
H 0.161 -1.461 -0.076
H 2.637 -1.688 -0.456
H 2.763 -0.509 -1.620
H -2.005 -2.374 -0.670
H -3.471 -1.570 -1.125
H 0.738 2.721 -0.668
H -0.896 2.249 -0.216
H 0.386 2.199 0.992
H -0.962 0.537 1.976
H -1.039 -1.226 2.061
H 0.515 -0.404 2.251